Entry 1:
Density functional theory data (ωB97M-V/def2-TZVPD) for a 2-piece molecular cluster, C8H12NP overall at a distorted geometry.

Computed properties:
Relative energy (zero: lowest compared OMol25 entry of this formula, charge and spin) ... 3.247 eV
LUMO energy ... 0.09 eV
SMILES ... C=NC1=C[C@H](C)CC1.C#P
HOMO energy ... -8.571 eV
Frontier orbital gap ... 8.66 eV
Total charge ... 0

```
22
Properties=species:S:1:pos:R:3:forces:R:3
P -0.205 -1.693 -2.831 1.9 -1.5 1.1
N 0.115 -1.658 1.740 -1.5 -1.3 0.3
C 0.601 0.119 0.166 -4.1 -0.4 0.9
C 0.590 2.595 -0.245 0.6 -1.6 -2.5
C 0.941 -2.366 -1.984 -2.1 2.0 -1.0
C -0.263 -0.658 0.874 2.8 2.3 -1.0
C -1.653 -0.252 0.603 0.1 1.2 -2.1
C 1.143 -2.352 1.612 2.3 -1.0 -0.4
C -1.534 1.171 -0.097 1.0 -1.5 1.7
C -0.058 1.220 -0.547 -1.8 1.1 -2.1
H 0.292 2.790 0.766 0.3 0.7 0.5
H 1.255 -3.316 2.160 -0.1 1.0 0.1
H 0.251 3.354 -1.033 0.7 -0.8 1.5
H 1.668 2.272 -0.370 -0.7 1.6 0.4
H 1.653 -2.441 -1.181 0.1 -0.6 -0.3
H -2.295 -0.237 1.429 -1.0 -0.4 1.2
H -0.130 1.045 -1.702 0.7 0.2 1.7
H 2.074 -2.134 0.960 -1.6 -0.1 0.4
H -2.179 1.251 -0.903 -1.3 -0.1 -1.7
H -1.996 -0.864 -0.224 -0.7 -0.7 0.3
H -1.861 1.977 0.541 0.4 0.3 0.7
H 1.592 0.177 0.264 3.9 -0.4 0.3
```
Positions in Å, forces in eV/Å.

natural (NBO) atomic charge list, values in e, 6 entries:
1 P 0.518
2 N -0.423
3 C -0.205
4 C -0.602
5 C -0.736
6 C 0.158

---

Entry 2:
Density functional theory data (ωB97M-V/def2-TZVPD) for a 2-piece molecular cluster, C6H2BrCl3N2O overall at a distorted geometry.

Computed properties:
Relative energy (zero: lowest compared OMol25 entry of this formula, charge and spin) ... 0.043 eV
LUMO energy ... 0.16 eV
SMILES ... Clc1cc(Cl)c(Br)c(Cl)c1.N#[N+][O-]
HOMO energy ... -9.284 eV
Frontier orbital gap ... 9.44 eV
Total charge ... 0

```
15
Properties=species:S:1:pos:R:3:forces:R:3
Br -2.028 -1.925 -0.955 0.0 -0.1 -0.3
Cl 0.639 -2.752 0.659 -0.2 0.4 0.1
Cl -1.772 0.871 -2.453 -1.1 0.8 -1.2
Cl 2.912 1.944 0.014 0.7 0.8 0.2
O -2.911 -0.060 1.660 -3.5 0.5 -1.9
N -1.023 -0.220 2.830 3.8 -0.2 2.5
N -1.960 -0.116 2.289 -0.4 -0.2 -0.6
C 1.542 0.990 -0.261 -1.0 -1.0 -1.0
C 0.634 1.338 -1.284 -1.1 -3.2 2.0
C -0.508 0.465 -1.464 2.8 -0.1 1.6
C 0.477 -1.119 0.050 0.9 -1.0 0.8
C 1.466 -0.229 0.406 0.3 0.1 0.3
C -0.539 -0.793 -0.797 -1.0 1.4 -0.9
H 2.177 -0.537 1.189 -0.3 0.4 -0.7
H 0.894 2.145 -1.882 -0.3 1.5 -1.1
```
Positions in Å, forces in eV/Å.

natural (NBO) atomic charge list, values in e, 6 entries:
1 Br 0.128
2 Cl 0.026
3 Cl 0.100
4 Cl 0.050
5 O -0.338
6 N -0.102

---

Entry 3:
Density functional theory data (ωB97M-V/def2-TZVPD) for a 6-piece molecular cluster, C21H51B3F4O9S overall at a distorted geometry.

Computed properties:
LUMO energy ... 0.46 eV
SMILES ... FCCB1OB(S)OB(CCOCC(F)(F)F)O1.CC(C)O.CC(C)O.CC(C)O.CC(C)O.CC(C)O
HOMO energy ... -9.743 eV
Frontier orbital gap ... 10.20 eV
Total charge ... 0

```
89
Properties=species:S:1:pos:R:3:forces:R:3
S -2.722 0.076 3.433 -0.4 -0.4 0.2
F -4.448 -0.911 0.615 0.0 -0.1 -0.3
F -2.984 6.048 -0.448 0.1 -0.3 -0.1
F -3.358 3.913 -0.585 0.1 0.1 0.0
F -1.850 4.658 0.779 -0.1 0.1 -0.3
O -6.111 7.885 2.241 0.0 0.0 0.1
O -0.835 0.700 1.408 -0.4 -0.3 -0.2
O 5.764 -3.485 -1.784 -0.1 0.1 0.0
O -0.912 -0.574 -0.636 -0.8 0.5 0.4
O 0.740 -4.200 0.016 0.0 0.0 -0.1
O -1.747 -1.491 1.375 -0.8 0.5 -0.1
O -0.274 3.887 -1.212 0.0 0.0 -0.1
O 3.206 1.028 -2.950 0.0 0.0 0.1
O -3.073 -4.025 2.175 -0.1 -0.1 0.1
C -5.414 -3.594 2.617 0.0 0.0 0.0
C 0.398 1.631 -0.641 0.0 0.1 0.1
C -1.321 4.748 -1.549 0.1 0.1 0.0
C 1.903 -2.110 -0.363 0.0 0.1 -0.1
C -3.817 -4.151 4.481 0.1 0.1 0.0
C 5.293 2.200 -2.560 -0.1 0.1 0.0
C -5.016 7.633 3.121 0.2 0.0 -0.1
C 5.137 -0.307 -2.322 -0.2 0.0 0.0
C 7.482 -3.553 -3.493 0.0 0.1 0.0
C 2.026 -3.615 -0.204 0.0 0.1 0.2
C 6.035 -3.852 -3.137 0.1 -0.1 0.0
C -2.948 -2.184 -0.787 -0.1 -0.4 -0.1
C 2.986 -3.993 0.912 0.0 -0.1 0.0
C -4.500 6.214 2.943 -0.1 -0.1 0.0
C -4.172 -4.376 3.019 0.0 0.1 0.0
C 5.680 -5.310 -3.380 -0.1 0.0 0.1
C -3.913 8.659 2.907 -0.1 0.1 0.0
C -2.379 4.835 -0.442 -0.1 0.0 0.3
C 4.411 1.021 -2.179 0.2 0.0 -0.1
C -0.525 2.513 -1.506 -0.2 -0.2 0.1
C -4.319 -1.521 -0.649 0.0 -0.1 -0.1
B -1.834 -1.405 -0.015 0.7 -0.2 -0.2
B -0.462 0.536 0.073 0.6 -0.1 0.0
B -1.645 -0.256 1.987 0.7 0.0 0.2
H 6.193 2.234 -1.945 0.0 0.0 0.0
H -5.300 5.491 3.105 0.0 0.0 0.0
H -3.520 8.582 1.890 0.0 0.0 0.0
H 4.752 3.138 -2.439 0.0 0.0 0.0
H 6.029 -0.342 -1.696 0.0 0.0 0.0
H -2.925 -4.715 4.755 0.0 0.0 0.0
H 8.155 -4.151 -2.871 0.0 0.0 0.0
H 0.395 -3.856 0.847 0.0 0.0 0.1
H -2.718 -2.277 -1.855 0.0 0.1 0.2
H -3.688 5.995 3.637 0.0 0.0 0.0
H 4.486 -1.132 -2.039 0.0 0.0 0.0
H 3.981 -3.586 0.725 0.0 0.0 0.0
H -2.888 -3.085 2.302 0.1 0.0 -0.1
H -3.600 -3.090 4.633 0.0 0.0 0.1
H 1.218 -1.866 -1.173 0.0 0.0 0.0
H -5.429 7.749 4.124 -0.1 0.0 0.0
H 5.377 -3.216 -3.732 0.0 0.0 0.0
H -5.240 -2.522 2.745 0.0 0.0 0.0
H -4.300 9.669 3.043 0.0 0.0 0.0
H 5.598 2.119 -3.607 0.0 0.0 0.0
H 2.867 -1.645 -0.574 0.0 0.0 0.0
H -2.994 -3.200 -0.373 0.0 0.1 0.0
H -1.857 0.450 4.381 0.3 0.3 -0.3
H 4.078 1.140 -1.145 0.0 0.0 0.0
H -5.129 -2.250 -0.748 0.1 0.1 0.1
H -6.276 -3.877 3.223 0.0 0.0 0.0
H 7.689 -3.785 -4.538 0.0 0.0 0.0
H 0.864 2.275 0.112 0.0 0.0 -0.1
H -1.587 2.298 -1.312 0.2 0.0 0.0
H -1.824 4.450 -2.478 0.0 0.1 0.1
H -4.463 -0.741 -1.407 0.1 0.0 0.2
H -4.629 -4.434 5.152 0.0 0.0 -0.1
H -0.904 5.752 -1.669 -0.1 -0.1 0.0
H -4.128 6.074 1.926 0.1 0.0 0.0
H 5.441 -0.469 -3.361 0.0 0.1 0.0
H 1.503 -1.665 0.555 0.1 0.0 0.1
H 1.184 1.190 -1.260 0.0 0.1 0.0
H -5.653 -3.773 1.568 0.0 0.0 0.0
H -5.788 7.788 1.340 0.0 0.0 -0.1
H 2.627 -3.602 1.868 0.0 0.0 0.0
H 7.710 -2.501 -3.317 0.0 0.0 0.0
H 4.637 -5.498 -3.125 0.0 0.0 0.0
H -0.347 2.323 -2.572 0.0 0.1 0.1
H 3.451 0.923 -3.875 0.0 0.0 -0.1
H 6.300 -5.959 -2.755 0.0 0.0 0.0
H 5.839 -5.588 -4.422 0.0 0.0 0.0
H 2.377 -4.048 -1.142 0.0 0.0 0.0
H -3.088 8.505 3.603 0.0 0.0 0.0
H 3.061 -5.077 1.001 0.0 0.0 0.0
H 6.319 -4.025 -1.213 0.0 0.0 0.0
H -4.340 -5.440 2.842 0.0 0.0 0.0
```
Positions in Å, forces in eV/Å.

Mulliken atomic charge list, values in e, 6 entries:
1 S -0.441
2 F -0.283
3 F -0.281
4 F -0.273
5 F -0.249
6 O -0.550

---

Entry 4:
Density functional theory data (ωB97M-V/def2-TZVPD) for C22H37N6NiO2S4 as an isolated structure at a distorted geometry.

Computed properties:
LUMO energy (spin up / spin down) ... -4.09 / -4.10 eV
HOMO energy (spin up / spin down) ... -10.027 / -10.026 eV
Frontier orbital gap (spin up / spin down) ... 5.94 / 5.93 eV
Total charge ... +1

```
72
Properties=species:S:1:pos:R:3:forces:R:3
Ni 0.254 0.118 0.179 -0.8 -0.1 -0.5
S -1.007 -2.181 -2.563 0.0 -0.1 -0.2
S -1.571 1.479 -0.343 1.3 -0.1 -0.3
S -2.160 -3.883 -0.411 -0.1 -0.1 -0.2
S 2.355 -0.791 -0.097 -0.7 0.2 0.4
O -0.034 -0.022 4.799 0.2 0.5 0.0
O -0.145 -0.214 2.173 0.3 0.0 0.7
N 1.787 1.701 -0.632 -0.3 -0.3 0.8
N -3.655 0.028 0.137 0.1 0.2 -0.1
N 1.542 0.073 -2.421 0.0 0.0 0.0
N -0.887 -1.631 0.069 0.7 1.1 -0.9
N -1.251 -2.016 1.306 -0.3 -1.0 0.8
N -2.692 1.147 1.993 0.0 0.0 -0.3
C -1.634 -3.147 3.746 0.0 0.2 0.2
C 1.560 3.018 -1.215 -0.2 0.6 -0.4
C 2.843 3.862 -1.303 -0.1 0.1 0.2
C 1.210 0.807 -3.627 0.1 0.7 -0.2
C -1.513 -3.041 6.136 0.0 0.0 -0.2
C -3.620 0.872 3.069 -0.2 -0.3 0.3
C -0.894 -1.813 6.063 0.1 0.2 0.0
C 3.131 4.697 -0.053 0.1 -0.2 -0.1
C -2.106 -4.615 -2.084 0.1 0.1 0.4
C -1.274 -2.435 -0.863 0.0 0.2 0.7
C -2.178 -3.492 -3.087 0.1 0.3 0.0
C 3.400 0.654 -4.965 0.1 0.1 0.2
C 1.820 0.457 -1.170 1.1 -0.9 -0.8
C -1.876 -3.717 4.974 -0.1 -0.2 -0.1
C 3.460 3.878 1.190 0.0 0.2 -0.2
C -4.677 -0.818 0.715 -0.3 -0.1 0.4
C -2.742 0.797 0.718 -0.4 0.0 0.3
C 4.229 -0.235 -4.046 -0.1 0.0 -0.2
C -0.636 -1.218 4.825 -0.4 -0.5 -0.3
C -0.774 -1.326 2.322 0.0 0.4 -0.9
C -1.031 -1.887 3.651 0.0 0.0 0.3
C 2.402 1.554 -4.235 -0.1 -0.3 -0.2
H -1.715 -3.489 7.095 0.0 0.0 0.1
H 3.633 -1.022 -3.593 0.0 -0.1 0.1
H -3.505 1.647 3.822 0.0 0.0 0.0
H 3.977 5.350 -0.275 -0.1 0.0 0.0
H 2.315 1.760 0.240 -0.1 -0.3 -0.2
H 3.700 3.219 -1.515 0.0 -0.1 -0.1
H -2.958 -5.286 -2.174 0.0 0.0 0.0
H 0.146 0.206 3.862 -0.1 -0.2 0.1
H -5.590 -0.260 0.931 0.0 0.0 0.0
H 0.845 0.074 -4.349 -0.1 0.0 0.1
H -1.893 -3.645 2.825 0.0 -0.1 0.0
H 4.688 0.351 -3.253 0.1 0.0 0.1
H 1.666 -0.924 -2.544 0.0 0.2 0.2
H 2.930 2.107 -3.457 0.0 0.1 0.1
H 4.082 1.297 -5.523 -0.1 0.0 -0.1
H -1.186 -5.193 -2.178 0.0 0.1 -0.1
H -3.545 -0.020 -0.867 0.1 0.0 0.2
H 4.255 3.163 0.985 0.1 -0.1 0.0
H 0.386 1.493 -3.417 0.0 -0.1 -0.1
H 1.104 2.906 -2.194 0.0 0.0 0.1
H -4.644 0.894 2.711 0.0 0.0 0.0
H -3.414 -0.089 3.541 0.0 0.0 0.0
H 5.024 -0.709 -4.616 0.1 -0.1 0.0
H 2.869 0.034 -5.690 0.0 0.0 -0.1
H -4.918 -1.596 -0.003 0.1 0.0 0.0
H 2.584 3.351 1.566 -0.1 -0.1 0.1
H -2.336 -4.691 5.034 -0.1 -0.1 0.0
H -1.885 -3.814 -4.083 0.0 0.0 -0.1
H -1.841 1.626 2.260 -0.1 -0.1 -0.2
H 2.272 5.339 0.154 0.0 0.1 0.0
H -4.307 -1.297 1.618 0.0 0.0 0.0
H 2.733 4.547 -2.146 0.0 -0.1 -0.1
H 3.804 4.535 1.985 0.0 -0.1 0.1
H -3.177 -3.054 -3.126 0.0 -0.1 0.0
H -0.580 -1.286 6.951 0.0 0.1 0.1
H 2.005 2.279 -4.948 0.0 0.1 0.0
H 0.838 3.535 -0.575 0.0 -0.1 -0.1
```
Positions in Å, forces in eV/Å.

Mulliken atomic charge list, values in e, 6 entries:
1 Ni -0.018
2 S -0.124
3 S -0.632
4 S 0.036
5 S -0.309
6 O -0.739

---

Entry 5:
Density functional theory data (ωB97M-V/def2-TZVPD) for a 19-piece molecular cluster, C4H36BO26 overall at a distorted geometry.

Computed properties:
Relative energy (zero: lowest compared OMol25 entry of this formula, charge and spin) ... 4.106 eV
LUMO energy ... 1.82 eV
HOMO energy ... -7.352 eV
Frontier orbital gap ... 9.17 eV
Total charge ... -1

```
67
Properties=species:S:1:pos:R:3:forces:R:3
O -1.326 -1.908 0.867 2.4 2.8 -1.4
O 1.161 -0.445 -1.027 1.1 1.4 -1.6
O 0.969 6.987 -7.827 0.2 0.0 0.0
O 0.883 -2.684 -0.826 0.7 0.0 -0.4
O 6.741 4.540 1.623 0.0 0.0 0.2
O -7.077 0.557 0.121 -0.1 -0.2 0.1
O -0.319 1.287 -1.968 -0.5 0.6 0.6
O 6.660 -0.458 1.750 0.2 -0.2 0.1
O 1.136 1.836 -0.196 -0.9 1.3 -1.2
O 0.184 5.074 5.337 0.0 -0.2 0.2
O 2.362 0.942 6.384 0.1 -0.2 0.0
O -3.154 1.560 5.437 -0.2 0.1 0.2
O -0.640 0.227 0.307 0.1 -0.4 -0.7
O -2.616 10.082 -3.280 -0.2 0.2 -0.1
O 1.112 4.132 -0.568 -0.5 -3.2 -0.7
O -1.743 -7.968 5.557 0.1 -0.2 -0.2
O 3.483 -8.667 3.185 0.2 -0.2 0.1
O 1.822 -0.672 -8.032 -0.2 -0.1 0.0
O 5.244 -3.497 -5.268 0.1 -0.2 -0.2
O -5.040 -3.356 7.037 0.2 -0.1 0.1
O -0.993 3.401 -2.573 2.4 -2.2 2.3
O -7.867 -3.055 3.270 -0.1 -0.1 0.3
O -1.785 -9.290 0.415 0.0 -0.3 -0.1
O 3.329 -9.037 -3.426 0.2 -0.1 0.1
O 1.477 11.781 -1.049 -0.1 0.1 -0.2
O -3.006 -1.411 -7.165 -0.1 -0.2 -0.1
C -0.295 2.633 -1.881 -1.9 0.6 -2.7
C -0.550 -1.102 0.311 -2.7 -2.5 1.3
C 0.633 -1.536 -0.613 -2.0 -1.0 1.7
C 0.769 2.970 -0.839 0.7 2.4 2.1
B 0.292 0.716 -0.747 1.1 0.5 0.7
H 2.194 -0.078 -7.380 0.0 0.1 0.2
H 2.798 -8.327 -3.066 -0.1 0.2 0.2
H -7.585 -3.835 2.793 0.1 -0.2 -0.1
H -2.811 9.147 -3.345 -0.1 -0.2 0.0
H 7.539 4.439 1.104 0.2 0.0 -0.1
H -6.297 1.101 0.233 0.3 0.1 0.0
H -1.736 -8.974 1.318 0.0 0.1 0.3
H -0.396 5.193 4.585 -0.1 0.0 -0.2
H -1.424 -8.013 6.459 0.1 0.0 0.2
H -1.878 -8.496 -0.112 0.0 0.2 -0.2
H -2.941 1.041 4.662 0.1 -0.2 -0.2
H 0.675 5.893 5.394 0.2 0.2 0.0
H 1.624 10.913 -0.673 0.0 -0.3 0.1
H 3.613 -7.734 3.357 0.1 0.2 0.0
H 2.358 1.793 5.947 0.0 0.2 -0.2
H 1.895 1.091 7.206 -0.1 0.0 0.2
H -5.792 -3.729 7.498 -0.2 -0.1 0.1
H 6.032 4.516 0.981 -0.3 0.0 -0.1
H -5.379 -3.124 6.173 -0.1 0.1 -0.3
H -2.137 -1.012 -7.221 0.3 0.1 0.0
H -2.476 -7.353 5.593 -0.2 0.2 0.0
H 2.451 -0.659 -8.754 0.1 0.0 -0.2
H 4.335 -3.274 -5.066 -0.3 0.0 0.1
H 5.755 -2.773 -4.907 0.1 0.1 0.1
H 6.625 -0.351 0.800 -0.1 0.0 -0.2
H 1.867 12.385 -0.418 0.1 0.2 0.1
H 2.551 -8.746 2.983 -0.2 0.0 -0.1
H 0.164 6.612 -7.469 -0.2 -0.1 0.2
H -7.693 1.115 -0.354 -0.2 0.1 -0.1
H -1.714 10.117 -2.962 0.3 0.1 0.1
H -3.594 -0.680 -6.974 -0.2 0.2 0.1
H 2.889 -9.278 -4.241 -0.1 -0.1 -0.2
H -2.425 2.175 5.523 0.2 0.1 0.0
H 6.209 0.313 2.095 -0.2 0.2 0.1
H 0.719 7.309 -8.693 0.0 0.1 -0.2
H -7.860 -2.357 2.615 0.0 0.3 -0.2
```
Positions in Å, forces in eV/Å.

natural (NBO) atomic charge list, values in e, 6 entries:
1 O -0.574
2 O -0.645
3 O -0.934
4 O -0.558
5 O -0.937
6 O -0.939

---

Entry 6:
Density functional theory data (ωB97M-V/def2-TZVPD) for C17H20Cl2FMnN3O3 as an isolated structure at a distorted geometry.

Computed properties:
2S+1 ... 5
<S²> ... 6.21
LUMO energy (spin up / spin down) ... -9.29 / -12.69 eV
HOMO energy (spin up / spin down) ... -17.392 / -16.901 eV
Frontier orbital gap (spin up / spin down) ... 8.11 / 4.21 eV
Total charge ... +3

```
47
Properties=species:S:1:pos:R:3:forces:R:3
Mn 7.054 9.730 4.708 0.2 0.6 -0.5
Cl 6.051 7.541 5.362 0.2 0.1 -0.4
Cl 7.052 8.130 2.633 0.1 0.0 -0.1
F 4.098 15.889 4.003 0.6 0.1 0.2
O 8.986 9.776 4.437 -0.8 1.7 -0.9
O 10.277 10.568 2.732 -2.1 0.5 1.9
O 6.440 11.667 4.160 2.7 -1.4 0.7
N 9.371 14.518 3.430 2.1 -3.0 -0.6
N 5.790 20.881 3.611 0.6 -0.5 -0.2
N 6.082 18.020 3.793 1.0 -1.5 0.6
C 4.541 20.044 3.727 -0.9 -0.7 -0.8
C 7.289 18.885 3.896 -1.2 0.0 1.5
C 6.909 20.280 4.390 2.3 0.7 -0.6
C 5.835 7.296 3.552 -1.9 -0.4 0.5
C 10.823 16.337 4.375 2.3 -1.0 0.3
C 9.704 13.172 3.322 -0.1 2.4 0.0
C 9.391 10.705 3.608 1.8 -0.6 -1.0
C 6.395 16.671 3.852 -1.5 0.2 -0.1
C 4.711 18.516 3.442 1.3 0.8 0.7
C 8.820 12.133 3.665 -0.2 -0.2 0.6
C 5.419 15.632 4.008 0.5 -1.0 0.5
C 7.753 16.230 3.746 0.3 1.4 -0.6
C 5.809 14.327 4.302 -1.6 1.0 -0.3
C 8.102 14.906 3.768 -2.0 -1.7 0.7
C 7.089 13.855 4.090 3.5 2.2 -0.7
C 10.458 15.515 3.163 -0.5 0.8 -2.1
C 7.449 12.476 4.050 -1.9 0.3 -0.7
H 7.797 20.976 4.235 -1.0 -0.9 0.3
H 10.035 16.957 4.709 -0.8 0.4 0.6
H 5.065 13.630 4.662 -0.3 0.0 -0.3
H 10.082 16.240 2.361 0.2 -1.1 0.9
H 4.115 20.102 4.738 0.6 0.6 -0.1
H 10.721 12.967 2.921 -0.9 0.0 0.5
H 5.786 6.216 3.388 0.5 0.3 0.0
H 3.792 20.480 3.039 0.4 -0.3 0.3
H 4.831 7.714 3.345 0.7 -0.2 0.0
H 4.535 18.249 2.422 -0.2 0.1 -0.8
H 6.708 20.294 5.451 -0.5 -0.1 0.2
H 8.491 17.033 3.495 -0.8 -1.5 0.2
H 11.274 14.987 2.602 -0.6 0.4 1.1
H 7.782 18.877 2.943 0.5 0.4 -0.5
H 6.178 21.085 2.639 -1.2 -0.4 1.2
H 5.605 21.770 4.063 -0.2 0.6 -0.2
H 7.954 18.446 4.703 -0.7 0.7 -1.0
H 11.637 17.010 4.081 -0.1 -0.1 -0.1
H 11.266 15.739 5.209 -0.7 0.4 -0.6
H 3.992 18.000 4.069 -0.1 0.1 -0.1
```
Positions in Å, forces in eV/Å.

natural (NBO) atomic charge list, values in e, 6 entries:
1 Mn 1.437
2 Cl -0.007
3 Cl 0.084
4 F -0.290
5 O -0.744
6 O -0.449